C21H18CoIN6O9S2 | ωB97M-V/def2-TZVPD

Properties
- LUMO energy (alpha / beta) (eV) = -0.8120 / -2.5407
- HOMO-LUMO gap (alpha / beta) (eV) = 8.02 / 6.19
- energy relative to the best compared isomer or geometry (same formula, charge and spin) (kcal/mol) = 28.8
- HOMO energy (alpha / beta) (eV) = -8.827 / -8.733
- DFT total energy (a.u.) = -4293.45515

XYZ file:
```
58
Properties=species:S:1:pos:R:3:forces:R:3:lowdin_charge:R:1
Co 0.45773 -0.08555 0.53900 1.37 -0.85 0.75 0.537
O -2.89988 -1.98127 0.20958 0.17 0.17 0.22 0.075
C -1.73509 -1.91410 0.57426 0.04 -0.10 0.03 -0.540
O -1.18597 -0.84269 1.07103 -0.37 1.18 -0.18 -0.133
C -0.87558 -3.13272 0.54336 0.26 0.22 -0.16 -0.047
C -1.42719 -4.34629 0.84501 -0.27 -0.34 0.03 0.080
C -0.65210 -5.49688 0.77383 -0.10 0.02 0.13 -0.130
C 0.64404 -5.43815 0.33371 0.17 -0.14 -0.08 0.077
C 1.21103 -4.21543 0.01791 -0.04 0.26 -0.05 -0.033
C 0.48731 -2.98872 0.16898 0.12 -0.21 0.08 -0.219
O 1.01031 -1.83240 -0.07096 -0.24 0.48 0.12 -0.096
N 2.58351 -4.27118 -0.49443 0.42 -0.16 0.05 -0.322
O 3.24964 -3.24571 -0.54864 -0.35 -0.06 0.01 0.059
O 3.02201 -5.36005 -0.83290 -0.27 0.36 0.10 0.077
N -1.22550 -6.78828 1.16198 -0.19 -0.30 0.00 -0.351
O -0.54906 -7.79252 1.00612 -0.10 0.40 0.03 0.072
O -2.35780 -6.78851 1.61744 0.33 0.08 -0.13 0.073
H -2.46947 -4.41547 1.12451 0.01 0.05 -0.01 0.139
H 1.22358 -6.34187 0.23472 0.05 -0.02 -0.02 0.132
S 0.96302 0.02336 3.05343 -0.04 -0.48 -1.00 0.783
C 1.14390 1.59241 2.43713 0.18 0.11 0.40 -1.097
N 0.67458 1.82933 1.24547 -0.71 -0.34 -0.33 -0.068
C 1.06150 3.07300 0.76319 -0.11 0.03 -0.25 -0.289
C 0.79842 3.59169 -0.50486 -0.05 -0.09 0.09 -0.022
C 1.25644 4.85866 -0.81003 0.02 0.09 0.00 -0.077
C 1.95734 5.61890 0.13335 -0.02 -0.01 -0.08 -0.084
C 2.21947 5.11640 1.39416 -0.01 -0.06 0.04 -0.081
C 1.78243 3.82987 1.69217 -0.01 0.00 -0.04 -0.457
S 2.03420 2.90252 3.14385 -0.02 0.03 0.07 1.072
H 0.25760 2.99112 -1.22525 0.13 0.06 0.01 0.083
H 1.07342 5.27189 -1.79592 0.02 -0.04 0.08 0.106
H 2.31313 6.60582 -0.13354 -0.04 -0.02 0.02 0.106
H 2.76257 5.69921 2.12870 -0.01 -0.03 -0.07 0.112
N 2.62038 -0.41938 -1.96704 -0.07 -0.15 0.24 0.197
C 3.12478 -0.16771 -0.76378 -0.11 0.30 -0.05 -0.580
O 2.44807 0.30645 0.17098 -0.35 -0.19 -0.13 -0.038
C 4.58282 -0.42908 -0.50088 -0.06 -0.04 -0.09 -0.546
I 5.89242 0.11422 -2.09061 -0.02 0.00 0.02 0.820
H 1.61417 -0.42747 -2.04432 -0.06 0.01 -0.04 0.084
H 3.14470 -0.97622 -2.62106 0.10 0.06 -0.03 0.092
H 4.70751 -1.49838 -0.35015 0.01 -0.01 0.03 0.038
H 4.89024 0.11305 0.38272 -0.02 0.05 0.05 0.057
N -0.42424 0.53650 -1.25211 0.17 -0.34 0.22 0.199
C -1.51585 0.92060 -1.36092 -0.44 0.18 -0.28 -0.188
N -2.71418 1.41021 -1.58557 0.21 -0.06 0.13 -0.038
C -3.91001 0.62296 -1.17588 0.05 0.11 0.07 -0.086
C -4.20908 0.92418 0.27933 0.07 0.25 0.00 -0.162
O -4.37859 2.32947 0.48950 0.00 -0.11 -0.10 -0.118
C -3.23275 3.07300 0.12526 -0.06 -0.18 0.04 -0.182
C -2.89787 2.86143 -1.34058 0.08 -0.10 0.11 -0.094
H -3.72811 -0.43685 -1.30953 0.10 -0.08 -0.03 0.114
H -4.73295 0.94821 -1.81136 0.05 0.03 -0.09 0.133
H -3.39668 0.53324 0.89485 0.06 0.00 0.10 0.114
H -5.13863 0.44666 0.57559 -0.04 -0.01 0.04 0.137
H -2.36789 2.77926 0.73698 0.00 0.00 0.05 0.128
H -3.46272 4.11963 0.31225 0.02 0.06 0.04 0.132
H -1.99619 3.40118 -1.62801 -0.02 -0.03 -0.02 0.117
H -3.72888 3.18845 -1.96199 -0.01 -0.03 -0.11 0.133
```
Positions in Å, forces in eV/Å.